Record 1
This record from the Open Molecules 2025 dataset describes 7 unconnected molecules or ions with the total composition C50H100INO9. The level of theory is wB97M-V/def2-TZVPD.

```
! wB97M-V def2-TZVPD RIJCOSX def2/J DEFGRID3
* xyz 0 1
C -3.43731 -2.70606 2.61887
C -4.19122 -1.42356 3.22978
C -3.49809 -0.08705 2.74579
C -4.28943 0.63588 1.57237
C -4.56587 -0.31489 0.35726
C -5.40340 0.34348 -0.80866
C -4.85074 1.72164 -1.32414
C -3.89965 1.55833 -2.58609
C -4.04735 2.75692 -3.60038
C -2.74283 3.65378 -3.70834
C -1.70357 2.83168 -4.57261
C -0.21689 3.31973 -4.45299
N 0.46245 2.99873 -3.15022
C -0.22353 2.13871 -2.22312
O -0.84901 2.48756 -1.26827
C 0.11354 0.72205 -2.76041
C -0.52985 -0.56137 -2.58399
C 0.03464 -1.72825 -3.28107
C -0.77033 -3.06272 -3.06568
C 1.25238 -1.65053 -4.11738
C 1.85246 -2.89968 -4.83510
I 0.77671 -3.36261 -6.69661
C 2.06157 -4.15713 -3.88918
C 1.17471 -5.41952 -4.24327
C 1.90923 -0.34207 -4.29529
C 3.18271 -0.08805 -5.14493
C 4.42121 0.29248 -4.22474
O 5.49610 -0.65681 -4.33209
C 1.30504 0.78638 -3.63186
C 1.66328 2.30500 -3.60176
O 2.69855 2.82028 -3.91225
H -2.67850 -3.12870 3.32690
H -2.92992 -2.44213 1.65790
H -4.19713 -3.51695 2.44703
H -5.28205 -1.49276 3.00194
H -4.04485 -1.49569 4.34145
H -3.37957 0.58880 3.63363
H -2.46064 -0.35456 2.41322
H -5.22742 1.07456 1.99820
H -3.60195 1.45910 1.22631
H -3.62105 -0.77182 -0.05933
H -5.17290 -1.17694 0.74343
H -5.51658 -0.41993 -1.62528
H -6.44462 0.50541 -0.40406
H -5.73384 2.32114 -1.67021
H -4.35363 2.33793 -0.52819
H -4.19361 0.58735 -3.07818
H -2.86514 1.40736 -2.19056
H -4.90672 3.40933 -3.30713
H -4.25943 2.29847 -4.60832
H -3.00872 4.60923 -4.23254
H -2.31973 3.93076 -2.71183
H -1.84251 1.72965 -4.40480
H -2.00143 3.00073 -5.64874
H -0.19036 4.42055 -4.65161
H 0.35337 2.80413 -5.28081
H -1.44798 -0.63720 -1.95922
H -1.10562 -3.40088 -4.07697
H -1.70300 -2.82961 -2.48094
H -0.18573 -3.82683 -2.50180
H 2.87531 -2.59517 -5.17906
H 1.84778 -3.80033 -2.84333
H 3.11949 -4.53474 -3.87999
H 0.09177 -5.18570 -4.35875
H 1.23814 -6.20871 -3.43930
H 1.59457 -5.90344 -5.16767
H 2.97955 0.84318 -5.74648
H 3.42231 -0.88407 -5.88712
H 4.82595 1.28314 -4.58358
H 4.10374 0.47697 -3.15702
H 6.27482 -0.17960 -3.99492
C -0.46260 -3.27025 9.02767
C -1.07454 -3.93407 7.80521
O -1.76411 -3.03344 6.95415
C -0.99445 -1.97634 6.40080
C 0.16762 -2.45454 5.54702
H -1.23334 -2.75945 9.61017
H 0.02156 -4.01573 9.66205
H 0.28810 -2.52677 8.75545
H -1.81033 -4.67005 8.13475
H -0.31735 -4.48646 7.23896
H -0.64906 -1.30399 7.19358
H -1.67295 -1.39295 5.77396
H 0.88594 -3.04007 6.12341
H 0.69798 -1.60226 5.11753
H -0.19262 -3.08832 4.73316
C 6.31970 -1.93946 -7.40749
C 6.59322 -2.84390 -8.59818
O 5.48143 -3.64083 -8.97453
C 4.30876 -2.94072 -9.35779
C 4.51010 -2.02437 -10.55258
H 6.00490 -2.52944 -6.54341
H 7.21828 -1.37940 -7.14120
H 5.52794 -1.21781 -7.61627
H 7.39453 -3.53777 -8.33744
H 6.95260 -2.26530 -9.45576
H 3.90190 -2.38956 -8.50244
H 3.56684 -3.69958 -9.61556
H 5.23967 -1.23898 -10.34802
H 3.56803 -1.54404 -10.82447
H 4.87349 -2.59269 -11.41181
C 2.69080 -1.22742 -0.55734
C 2.83777 -0.99779 0.93734
O 3.81637 -1.82430 1.54648
C 5.14277 -1.68623 1.06128
C 5.70785 -0.28462 1.22268
H 2.44076 -2.27230 -0.76092
H 1.90118 -0.59107 -0.96338
H 3.61206 -1.00073 -1.09777
H 1.88950 -1.23213 1.42516
H 3.04408 0.05587 1.15344
H 5.19948 -2.01509 0.01753
H 5.75462 -2.38381 1.63753
H 5.13646 0.45557 0.65992
H 6.74060 -0.24975 0.86926
H 5.68759 0.01657 2.27231
C -2.01373 4.23348 7.01597
C -1.51230 2.80811 6.85463
O -1.76514 2.25787 5.57205
C -1.18032 2.93652 4.46894
C 0.33568 3.00581 4.53487
H -3.08738 4.28461 6.81894
H -1.82496 4.58967 8.03086
H -1.52148 4.91990 6.32538
H -2.03139 2.16871 7.57127
H -0.44592 2.73819 7.09377
H -1.61669 3.93579 4.36575
H -1.47031 2.37997 3.57473
H 0.68284 3.55891 5.40926
H 0.73109 3.50151 3.64615
H 0.76108 2.00113 4.59316
C -10.40956 -0.07810 5.87821
C -9.69422 -0.86439 4.79215
O -8.44742 -0.30542 4.41251
C -7.46883 -0.19718 5.43534
C -7.08853 -1.53127 6.05277
H -10.57225 0.95383 5.55754
H -11.37654 -0.53348 6.10216
H -9.83432 -0.04579 6.80473
H -10.31475 -0.87002 3.89408
H -9.56654 -1.91151 5.08597
H -7.79968 0.51238 6.20157
H -6.58253 0.24223 4.97152
H -7.93760 -2.01475 6.53915
H -6.30715 -1.39313 6.80268
H -6.71882 -2.21459 5.28475
C 4.58097 4.35479 -0.65255
C 4.72082 4.57382 0.84432
O 5.69547 3.74023 1.45320
C 7.02482 3.87638 0.97803
C 7.59420 5.27388 1.15251
H 4.33046 3.31188 -0.86371
H 3.79439 4.99393 -1.05843
H 5.50439 4.58365 -1.18701
H 3.77006 4.33741 1.32580
H 4.92750 5.62541 1.06900
H 7.08727 3.55439 -0.06741
H 7.63026 3.17263 1.55375
H 7.02908 6.01928 0.59067
H 8.62917 5.30722 0.80632
H 7.56792 5.56754 2.20431
*
```

SMILES: CCCCCCCCCCCCN1C(=O)c2cc(C)c([C@H](I)CC)c(CCO)c2C1=O.CCOCC.CCOCC.CCOCC.CCOCC.CCOCC.CCOCC
Frontier orbital gap in eV: 8.616
E_HOMO in eV: -9.228

Löwdin atomic charge list, values in e, 8 entries: -0.110 -0.246 -0.214 -0.198 -0.212 -0.206 -0.196 -0.199



Record 2
This record from the Open Molecules 2025 dataset describes 7 unconnected molecules or ions with the total composition C50H102BNO16P2S. The level of theory is wB97M-V/def2-TZVPD.

```
! wB97M-V def2-TZVPD RIJCOSX def2/J DEFGRID3
* xyz 0 1
C -0.96725 -6.67647 -1.24266
C -1.59573 -5.36767 -1.89426
O -2.81036 -5.06352 -1.16464
B -3.32900 -3.80459 -1.53919
O -4.38126 -3.75305 -2.49260
C -2.72279 -2.43990 -0.94176
C -1.88080 -1.61610 -1.82208
C -1.31432 -0.40464 -1.25064
C -1.60144 0.00633 0.14325
C -2.43811 -0.80347 1.04815
S -2.74689 -0.32279 2.77516
C -1.25281 0.40325 3.59347
O -3.18211 -1.41176 3.65394
O -3.78007 0.72698 2.74950
C -3.01080 -2.03927 0.44543
P -4.13177 -3.23003 1.36664
P -2.70230 -4.64814 2.27482
O -2.98822 -6.02904 1.79465
O -2.61924 -4.49488 3.92826
O -1.16936 -4.24591 1.68832
C -0.93751 1.37454 0.56146
O -1.48470 2.21421 1.22691
C 0.50254 1.58102 -0.02582
C 1.59737 2.24742 0.86471
N 1.84357 1.56959 2.15942
C 3.15112 0.88548 2.22113
C 0.79392 1.16654 -1.31573
C 2.20485 1.26296 -2.01160
C 2.42962 2.47744 -3.01689
C 3.57572 2.01314 -4.03931
C 4.93903 1.65152 -3.33249
C 5.68720 0.40471 -3.94116
C 4.95050 -0.97391 -3.76146
C 4.66767 -1.39121 -2.27207
C 5.95203 -1.69043 -1.40643
C 5.48356 -1.66166 0.12139
C 4.84084 -3.01671 0.60573
O 5.68859 -3.60629 1.61188
C 4.98153 -3.95654 2.80092
C -0.36735 0.49829 -2.12871
O -0.54815 0.67910 -3.30630
H -0.01941 -6.46111 -0.68592
H -1.70587 -7.06391 -0.48591
H -0.75808 -7.41063 -2.05812
H -0.90142 -4.49408 -1.76851
H -1.78180 -5.55561 -2.99056
H -3.93332 -3.88733 -3.35309
H -1.65858 -1.86719 -2.88273
H -1.30547 0.07806 4.66829
H -0.34958 -0.06370 3.12960
H -1.27150 1.51693 3.57688
H -4.87206 -2.56830 2.38395
H -1.99306 -5.18672 4.22606
H -0.49265 -4.79500 2.12165
H 1.21635 3.28448 1.11283
H 2.58094 2.39371 0.36012
H 1.07029 0.95464 2.39942
H 3.96564 1.55847 1.85112
H 3.37163 0.71121 3.31439
H 3.16453 -0.10537 1.67369
H 2.30583 0.32796 -2.63924
H 3.01827 1.20700 -1.24825
H 2.81630 3.40945 -2.53519
H 1.50369 2.64911 -3.63427
H 3.14767 1.19556 -4.67467
H 3.76291 2.92211 -4.68269
H 4.87560 1.51743 -2.22240
H 5.62514 2.53464 -3.49507
H 6.76276 0.32210 -3.61475
H 5.74238 0.58717 -5.05806
H 5.63262 -1.76994 -4.18847
H 4.00075 -1.06185 -4.36630
H 4.08465 -2.36106 -2.32004
H 4.03009 -0.67842 -1.69565
H 6.30819 -2.73243 -1.60012
H 6.74786 -0.90872 -1.49224
H 4.71662 -0.85468 0.30634
H 6.33860 -1.41796 0.81216
H 4.66156 -3.76579 -0.21452
H 3.83106 -2.83025 1.08145
H 5.53071 -4.83494 3.24985
H 3.93180 -4.32029 2.62262
H 5.00875 -3.15242 3.59639
C -0.72218 7.68046 0.33330
C 0.41410 7.57526 -0.66942
O 0.78287 6.23822 -0.96912
C -0.22261 5.42456 -1.55159
C -0.72417 5.94017 -2.88933
H -0.49228 7.11155 1.23692
H -0.89382 8.72349 0.60585
H -1.65536 7.28407 -0.07268
H 1.30190 8.04930 -0.24664
H 0.17767 8.11981 -1.58978
H -1.05382 5.28462 -0.85184
H 0.22747 4.43895 -1.69683
H -1.25330 6.88948 -2.78051
H -1.41400 5.22385 -3.33923
H 0.10952 6.10810 -3.57510
C 6.63090 -9.59146 3.38442
C 5.47824 -9.07581 2.54004
O 5.48548 -7.66702 2.37095
C 6.61960 -7.11703 1.71759
C 6.80569 -7.62019 0.29659
H 6.66994 -9.06900 4.34285
H 6.51858 -10.66146 3.56898
H 7.59238 -9.43759 2.88992
H 4.53902 -9.31837 3.04080
H 5.45082 -9.57539 1.56582
H 7.52234 -7.28278 2.31579
H 6.46196 -6.03725 1.68788
H 7.04507 -8.68591 0.27582
H 7.62198 -7.08588 -0.19250
H 5.89156 -7.47977 -0.28480
C -6.19862 5.41817 4.47565
C -4.81163 4.80314 4.55405
O -4.53531 4.18541 5.80094
C -5.37726 3.10277 6.16542
C -5.31834 1.93598 5.19534
H -6.36479 6.10163 5.31152
H -6.31895 5.96762 3.53987
H -6.97966 4.65598 4.51756
H -4.06856 5.59406 4.43391
H -4.64912 4.09472 3.73473
H -6.40757 3.44947 6.30294
H -5.03195 2.76408 7.14505
H -5.72721 2.20452 4.21948
H -5.89603 1.09227 5.57785
H -4.28794 1.61633 5.03859
C -7.54550 -3.51926 -4.21375
C -7.15257 -2.07329 -4.46066
O -8.06926 -1.36531 -5.28047
C -9.39218 -1.24593 -4.78420
C -9.47985 -0.49953 -3.46428
H -7.72375 -4.03799 -5.15877
H -6.75597 -4.03868 -3.66789
H -8.46208 -3.59247 -3.62440
H -6.19560 -2.05355 -4.98626
H -7.00062 -1.54175 -3.51531
H -9.86336 -2.23208 -4.71033
H -9.95286 -0.69135 -5.54000
H -8.99833 -1.05619 -2.65704
H -10.52254 -0.34085 -3.18396
H -8.98119 0.46970 -3.53504
C 9.03825 4.05148 1.45242
C 7.63034 3.48283 1.49201
O 7.59046 2.06467 1.45037
C 8.22969 1.38379 2.51933
C 7.62735 1.69007 3.87978
H 9.58928 3.65588 0.59637
H 9.00701 5.14022 1.38073
H 9.60234 3.79264 2.35105
H 7.08620 3.82952 0.61127
H 7.08138 3.85319 2.36441
H 9.30624 1.58462 2.51027
H 8.11182 0.31666 2.31750
H 7.78828 2.73218 4.16455
H 8.08112 1.06112 4.64759
H 6.54866 1.51684 3.87171
C -6.63931 2.52637 -2.84509
C -7.76037 3.41321 -3.35884
O -8.73740 3.71485 -2.37514
C -8.28173 4.41943 -1.23207
C -7.70210 5.78689 -1.55125
H -7.04421 1.62244 -2.38422
H -5.97476 2.23969 -3.66245
H -6.03760 3.03593 -2.08915
H -8.28307 2.88802 -4.16074
H -7.36405 4.33569 -3.79655
H -7.56650 3.81064 -0.66851
H -9.15326 4.54961 -0.58679
H -6.78043 5.70651 -2.13201
H -7.47009 6.32634 -0.63120
H -8.40823 6.37717 -2.13947
*
```

SMILES: CCOB(O)c1cc2c(c(S(C)(=O)=O)c1PP(=O)(O)O)C(=O)C(CNC)=C(CCCCCCCCCCOC)C2=O.CCOCC.CCOCC.CCOCC.CCOCC.CCOCC.CCOCC
Frontier orbital gap in eV: 7.847
E_HOMO in eV: -9.186

Löwdin atomic charge list, values in e, 8 entries: -0.055 -0.213 -0.008 -0.613 0.121 -0.064 0.068 -0.027